[1]
This record from the Open Molecules 2025 dataset describes a molecular structure, C21H31BrIN5O3PSSr. The level of theory is ωB97M-V/def2-TZVPD.

XYZ file:
```
65
Properties=species:S:1:pos:R:3:lowdin_charge:R:1
Sr 0.98890 -0.53265 1.17929 1.2592
N 4.12472 -0.54294 -1.86314 0.1292
C 3.98175 -0.73457 -0.50792 -0.3381
C 3.64584 -1.99250 0.01017 -0.0405
C 3.42656 -2.16310 1.36616 -0.1099
C 3.48010 -1.07311 2.23424 -0.3521
C 3.86670 0.16807 1.73485 -0.1019
C 4.11141 0.33582 0.38222 -0.0490
S 2.46099 -1.11443 3.72178 0.4343
O 3.20967 -1.39522 4.89884 -0.2511
O 1.83696 0.22560 3.62032 -0.4239
O 1.46001 -2.11547 3.29511 -0.4282
H 4.62761 0.27444 -2.16744 0.1075
H 4.29661 -1.35454 -2.43312 0.1056
H 3.57378 -2.84215 -0.65902 0.1183
H 3.11521 -3.12903 1.74173 0.1313
H 3.90064 1.02221 2.39863 0.1314
H 4.40494 1.30836 0.00244 0.1207
C -0.80478 2.70535 0.25039 -0.2355
N 0.50328 1.99005 0.31304 -0.1796
C 0.98638 1.86167 -1.08920 -0.1984
N 1.12575 3.14055 -1.75764 -0.0772
C -0.18697 3.79990 -1.75891 -0.1529
N -0.69252 3.99699 -0.40089 -0.0792
C 0.26911 4.81653 0.34097 -0.1498
N 1.58846 4.17857 0.39204 -0.0774
C 1.45198 2.88584 1.03613 -0.1697
C 2.05450 3.97164 -0.98002 -0.1526
H -1.17057 2.84839 1.26803 0.1063
H -1.51510 2.08287 -0.29348 0.0366
H 0.27346 1.24396 -1.64540 0.1286
H 1.96070 1.35800 -1.08503 0.1031
H -0.89325 3.18570 -2.32124 0.1298
H -0.09538 4.76776 -2.25180 0.1333
H -0.09562 4.96803 1.35793 0.1341
H 0.36143 5.78761 -0.14561 0.1331
H 1.09225 3.01704 2.05828 0.1403
H 2.43054 2.40277 1.07441 0.1025
H 3.03320 3.48658 -0.95589 0.1239
H 2.15881 4.93843 -1.47213 0.1332
Br -4.14782 1.18716 -1.04980 0.7782
C -4.77087 -0.37992 -0.19040 -0.7417
C -5.86994 -1.01871 -0.75165 -0.1195
C -6.37183 -2.17151 -0.17265 -0.0560
C -5.77660 -2.69190 0.96946 -0.0613
C -4.68489 -2.05338 1.53138 -0.1627
C -4.18043 -0.89293 0.95457 -0.7322
I -2.55792 0.03615 1.88277 1.0415
H -6.32942 -0.60481 -1.63814 0.1067
H -7.22863 -2.66036 -0.61555 0.1162
H -6.16486 -3.58873 1.43196 0.1156
H -4.22984 -2.44883 2.42983 0.1019
C 0.51475 -3.57528 -1.80660 -0.2893
P -0.53975 -2.47594 -0.79287 0.7203
C -1.80897 -1.97974 -2.00060 -0.2711
C -1.41424 -3.67707 0.26519 -0.2699
H -0.08670 -4.32759 -2.31942 0.0527
H 1.23928 -4.08696 -1.17169 0.0358
H 1.05842 -2.99321 -2.55148 0.0399
H -2.31070 -2.85621 -2.41438 0.0589
H -1.33910 -1.42623 -2.81410 0.0477
H -2.55404 -1.33110 -1.53619 -0.0041
H -1.83519 -4.48923 -0.33070 0.0578
H -2.22612 -3.17590 0.79632 0.0092
H -0.73267 -4.09682 1.00559 0.0502
```

ΔE to the lowest compared entry with this formula, charge and spin = 0.283 eV
Net charge = +1
LUMO energy = -0.097 hartree

---

[2]
This record from the Open Molecules 2025 dataset describes a molecular structure, C21H31BrIN5O3PSSr. The level of theory is ωB97M-V/def2-TZVPD.

XYZ file:
```
65
Properties=species:S:1:pos:R:3:lowdin_charge:R:1
Sr -0.12999 0.05157 -0.21722 1.2122
N -0.54007 -2.28330 -1.69318 -0.0198
C -1.08034 -1.66961 -2.88089 -0.3809
C -0.24794 -0.90719 -3.68822 -0.0704
C -0.77113 -0.27443 -4.81400 -0.0484
C -2.12036 -0.39880 -5.10138 -0.2464
C -2.94834 -1.17246 -4.29135 -0.0354
C -2.42950 -1.81059 -3.17751 -0.0425
S -2.90489 0.56034 -6.41806 0.4073
O -3.72376 -0.40753 -7.11181 -0.3247
O -3.65732 1.52358 -5.62282 -0.3470
O -1.79515 1.11623 -7.15998 -0.3357
H -1.19669 -2.94352 -1.29413 0.0811
H 0.32055 -2.78509 -1.88349 0.0967
H 0.81570 -0.83655 -3.45963 0.1084
H -0.14993 0.31306 -5.47965 0.1229
H -3.99421 -1.26376 -4.56041 0.1308
H -3.06456 -2.43353 -2.55273 0.1149
C -1.75379 3.20169 -0.31386 -0.2302
N -1.85791 1.92287 -1.08569 -0.1981
C -3.24081 1.39032 -0.87018 -0.1999
N -4.26222 2.33059 -1.26465 -0.0718
C -4.08860 3.55851 -0.48053 -0.1526
N -2.76410 4.16022 -0.68910 -0.0793
C -2.61540 4.45006 -2.12704 -0.1435
N -2.75720 3.24053 -2.92430 -0.0683
C -1.75233 2.28549 -2.55048 -0.1544
C -4.07812 2.66046 -2.69956 -0.1303
H -0.76499 3.63475 -0.48931 0.1165
H -1.86273 2.97300 0.75305 0.0905
H -3.35834 1.16149 0.19493 0.0878
H -3.34738 0.47360 -1.45870 0.1220
H -4.21517 3.33192 0.58178 0.1265
H -4.85091 4.27713 -0.77704 0.1335
H -1.63498 4.89568 -2.30521 0.1331
H -3.38219 5.16476 -2.42186 0.1360
H -0.76332 2.72197 -2.71764 0.1360
H -1.85751 1.38419 -3.15119 0.1041
H -4.18655 1.76914 -3.31599 0.1125
H -4.84097 3.37760 -2.99601 0.1403
Br 1.28004 5.40916 3.85714 0.7595
C 2.28834 3.93488 4.46106 -0.7428
C 3.15862 4.12129 5.52632 -0.1104
C 3.92072 3.06359 5.99643 -0.0521
C 3.82516 1.81147 5.40703 -0.0651
C 2.95867 1.61176 4.34451 -0.1538
C 2.19755 2.67475 3.88546 -0.7031
I 0.86350 2.34892 2.29222 0.9187
H 3.23309 5.09922 5.98067 0.1107
H 4.59386 3.22087 6.82859 0.1190
H 4.42470 0.98882 5.77254 0.1156
H 2.88217 0.63792 3.88121 0.0930
C -1.27443 -1.77831 3.42770 -0.2849
P -2.15941 -0.92699 2.06963 0.6960
C -3.31476 0.14535 2.99099 -0.2726
C -3.26741 -2.25453 1.47060 -0.2768
H -1.99128 -2.23979 4.10765 0.0555
H -0.66643 -1.06514 3.98566 0.0396
H -0.62145 -2.55437 3.02639 0.0416
H -3.70460 -0.40062 3.85004 0.0563
H -4.14569 0.43972 2.34987 0.0437
H -2.80904 1.04525 3.34149 0.0412
H -3.93271 -2.57625 2.27243 0.0577
H -2.67555 -3.10878 1.13957 0.0395
H -3.86854 -1.89826 0.63330 0.0408
```

ΔE to the lowest compared entry with this formula, charge and spin = 3.212 eV
Net charge = +1
LUMO energy = -0.160 hartree

---

[3]
This record from the Open Molecules 2025 dataset describes a molecular structure, C21H31CeN2Se. The level of theory is ωB97M-V/def2-TZVPD.

XYZ file:
```
56
Properties=species:S:1:pos:R:3:lowdin_charge:R:1
C -1.64794 -2.46528 -0.61484 -0.2795
H -2.44796 -2.60139 -1.34595 0.0996
H -0.75184 -3.08040 -0.79523 0.0653
H -0.95979 1.66923 -1.22058 -0.0532
C -2.11778 -2.43949 0.84020 -0.3084
H -1.24126 -2.53439 1.51535 0.1144
H -2.60619 -1.47706 1.13014 0.1047
C -3.08387 -3.62173 1.12326 -0.0683
H -3.40985 -3.60414 2.16941 0.0869
H -3.97342 -3.54648 0.48169 0.0872
H -2.56349 -4.56421 0.91881 0.0914
C 1.48241 0.73980 0.20670 -0.2905
C 1.47056 -0.40255 1.05900 -0.2280
C 1.52422 -1.56001 0.25265 -0.2495
C 1.59029 -1.15679 -1.12417 -0.3320
C 1.60353 0.28724 -1.15538 -0.3693
C 1.94600 1.14475 -2.32827 -0.0153
C 1.62384 -2.09213 -2.27262 -0.0065
C 1.61706 -2.95389 0.76796 -0.0055
C 1.66615 -0.38207 2.53429 -0.0138
C 1.65725 2.13562 0.68539 -0.0195
Ce -0.86791 -0.34920 -0.88989 1.0081
H 1.58047 -1.56120 -3.22519 0.0902
H 2.55381 -2.67512 -2.25167 0.1180
H 0.79977 -2.81641 -2.24604 0.0859
H 1.70518 0.66713 -3.28323 0.0854
H 1.45661 2.12384 -2.31487 0.0811
H 3.03530 1.31073 -2.31510 0.1166
H 1.50156 2.19406 1.77245 0.0819
H 2.67428 2.52262 0.49422 0.1119
H 0.94322 2.81619 0.20752 0.0648
H 1.23007 -1.27682 2.99564 0.0821
H 2.73409 -0.35974 2.81828 0.1185
H 1.18949 0.49608 2.98387 0.0796
H 0.75053 -3.55965 0.47176 0.0751
H 2.51548 -3.48274 0.41060 0.1093
H 1.65241 -2.96648 1.86546 0.0870
C -1.97113 4.47173 -2.41281 0.0141
N -1.86972 4.47912 -0.95969 -0.0469
C -2.10878 3.45525 -0.10333 -0.5397
Se -2.59889 1.66790 -0.50317 0.9410
N -1.96345 3.95797 1.15139 0.1484
C -1.71662 5.33129 1.09903 -0.1736
C -2.01109 6.25975 2.08177 0.0254
C -2.17835 7.58930 1.65190 -0.0202
C -2.06489 7.92994 0.29276 -0.0256
C -1.78603 6.96993 -0.68783 0.0266
C -1.62744 5.65589 -0.23934 -0.1485
H -2.91830 4.90787 -2.75712 0.1226
H -1.87940 3.45226 -2.79434 0.0786
H -1.15921 5.09325 -2.80409 0.1141
H -2.14904 3.42682 1.99738 0.1796
H -2.13020 5.92145 3.10543 0.1278
H -2.42067 8.35682 2.37539 0.1223
H -2.21540 8.96435 -0.00928 0.1257
H -1.72065 7.17942 -1.75235 0.1227
```

Expectation value of S² = 0.980
Multiplicity = 2
Net charge = +2
LUMO energy (alpha / beta) = -0.270 / -0.288 hartree

---

Computed max |F| (hartree/bohr) in order:
0.0122, 0.0197, 0.0684